Entry from the Open Molecules 2025 dataset: a 13-piece molecular cluster, C4H35N2O13S overall at a distorted geometry (wB97M-V/def2-TZVPD).

The geometry in ORCA input format:
```
! wB97M-V def2-TZVPD RIJCOSX def2/J DEFGRID3
* xyz -1 1
C -1.296 -0.291 -1.584
N -0.367 -0.406 -2.816
C -1.047 0.163 -4.055
O -1.086 -0.976 -4.853
C -0.643 0.196 -0.296
C -1.652 0.604 0.828
S -1.041 2.008 1.749
N 0.408 -0.689 0.440
H -1.816 -1.222 -1.354
H -2.120 0.375 -1.800
H 0.008 -1.369 -2.894
H -0.340 0.881 -4.686
H -1.905 0.615 -3.921
H -0.174 1.099 -0.667
H -1.892 -0.207 1.497
H -2.617 0.723 0.436
H -2.195 -3.498 -0.124
H 1.404 -0.458 0.072
H 0.308 -0.447 1.342
H 4.056 0.979 2.120
H 3.606 0.546 0.721
O 3.493 0.341 1.538
H 3.049 -0.649 -2.556
H 4.475 -1.156 -2.387
O 3.907 -0.447 -2.212
H -0.256 4.179 -2.584
H -1.835 3.792 -2.645
O -1.052 4.215 -3.041
H -2.758 0.545 3.682
H -2.689 -0.899 2.733
O -2.959 -0.426 3.509
H -0.157 -4.234 -2.360
H 0.099 -3.286 -1.107
O -0.190 -3.225 -2.082
H 2.512 1.458 -1.027
H 4.026 1.449 -1.366
O 3.427 1.889 -0.806
H 0.100 1.027 3.841
H 1.166 0.930 4.930
O 0.438 0.532 4.639
H -1.378 4.415 0.511
H -1.762 3.152 0.051
O -1.393 3.978 -0.367
H -1.858 -1.464 -4.529
H -2.440 -3.944 1.264
O -2.722 -4.097 0.399
H 1.639 3.438 2.648
H 1.966 2.152 2.002
O 2.029 2.561 2.829
H 0.546 -0.920 3.877
H -0.832 -1.682 3.811
O 0.059 -1.854 3.572
H 1.175 -3.160 0.634
H 0.040 -3.457 1.572
O 0.537 -3.776 0.872
*
```

Values from the calculation:
energy above the lowest of the compared OMol25 structures with the same formula, charge and spin = 546.8 kJ/mol

Atom charges from the natural (NBO) analysis, given in e for atoms 1 to 8: -0.235, -0.708, 0.127, -0.723, -0.072, -0.530, -0.690, -0.866

Entry from the Open Molecules 2025 dataset: a 13-piece molecular cluster, C4H35N3O13 overall at a distorted geometry (wB97M-V/def2-TZVPD).

The geometry in ORCA input format:
```
! wB97M-V def2-TZVPD RIJCOSX def2/J DEFGRID3
* xyz 0 1
N 2.437 -0.328 -1.038
C 1.068 0.268 -0.978
C 0.818 1.178 -2.186
N -0.113 2.340 -1.998
C -1.045 2.174 -0.864
C -0.383 2.756 0.396
N 0.297 3.906 0.386
O -0.783 2.363 1.511
H 2.744 -0.289 -2.013
H 3.134 0.185 -0.492
H 0.389 -0.582 -0.946
H 1.004 0.754 -0.011
H 0.221 0.560 -2.891
H 1.736 1.603 -2.576
H -0.761 2.300 -2.780
H -1.209 1.136 -0.532
H -2.018 2.657 -0.803
H 0.681 4.171 1.284
H 0.638 4.235 -0.509
H 4.029 1.198 1.824
H 2.681 1.770 1.403
O 3.633 1.978 1.347
H 3.228 -1.197 1.468
H 3.001 -0.231 2.574
O 3.699 -0.675 2.108
H 0.656 1.618 4.039
H -0.193 2.384 2.972
O 0.429 2.513 3.740
H -0.305 -3.518 0.290
H -0.170 -2.745 1.656
O -0.791 -2.974 0.948
H 2.098 -2.737 2.177
H 1.473 -2.243 3.516
O 1.433 -2.133 2.565
H -0.480 -1.890 -3.053
H 0.267 -1.155 -4.237
O 0.213 -1.973 -3.720
H -3.321 -1.777 -0.739
H -1.754 -1.664 -0.860
O -2.561 -1.642 -1.355
H -3.271 -2.641 1.111
H -3.786 -1.224 1.166
O -4.006 -2.097 0.821
H -2.391 0.352 -3.807
H -2.438 -0.340 -2.447
O -1.784 0.048 -3.108
H -2.523 0.693 1.583
H -3.355 2.049 1.906
O -3.231 1.305 1.315
H 1.357 -3.095 -1.783
H 0.616 -4.322 -1.524
O 0.937 -3.553 -1.040
H -0.408 0.065 1.851
H -0.775 -1.231 1.076
O -1.063 -0.300 1.258
*
```

Values from the calculation:
energy above the lowest of the compared OMol25 structures with the same formula, charge and spin = 226.9 kJ/mol

Atom charges from the natural (NBO) analysis, given in e for atoms 1 to 8: -0.873, -0.224, -0.273, -0.641, -0.343, 0.688, -0.800, -0.730

Entry from the Open Molecules 2025 dataset: C4H35NO12 as an isolated structure at a distorted geometry (wB97M-V/def2-TZVPD).

The geometry in ORCA input format:
```
! wB97M-V def2-TZVPD RIJCOSX def2/J DEFGRID3
* xyz 0 1
C 1.013 0.535 -1.447
C 0.238 0.569 -0.096
N -1.039 -0.210 -0.261
C -1.274 -0.976 0.978
C -2.205 0.603 -0.558
H 1.452 -0.441 -1.571
H 0.200 0.711 -2.140
H 1.834 1.246 -1.498
H 0.014 1.617 0.113
H 0.837 0.086 0.662
H -1.424 -0.334 1.855
H -0.383 -1.552 1.236
H -2.125 -1.623 0.762
H -2.288 1.516 0.044
H -2.040 0.975 -1.579
H -3.142 0.057 -0.635
H -1.677 -0.370 -3.088
H -2.925 -0.110 -3.914
O -2.168 -0.646 -3.860
H -2.088 2.424 -2.770
H -2.717 2.051 -1.388
O -2.523 1.722 -2.289
H 3.537 -1.500 -0.808
H 4.370 -0.595 -0.057
O 4.294 -1.556 -0.194
H -2.025 2.840 2.451
H -3.029 2.611 1.291
O -2.844 2.419 2.208
H 3.364 -2.301 1.132
H 2.024 -3.001 0.969
O 2.468 -2.356 1.556
H 0.698 1.252 4.266
H 1.713 0.954 3.011
O 1.060 1.570 3.422
H -0.079 2.393 2.554
H -0.598 3.828 2.785
O -0.805 3.022 2.309
H -0.463 -1.444 -1.354
H -0.566 -2.385 -2.620
O -0.090 -2.275 -1.801
H -2.899 3.682 0.013
H -1.751 2.996 0.822
O -2.515 2.829 0.221
H 2.254 -0.578 1.765
H 3.678 -0.226 2.349
O 2.833 0.145 2.099
H 0.639 -3.616 -0.796
H 0.699 -4.378 0.536
O 1.250 -4.059 -0.162
H 2.975 -3.277 -2.284
H 1.653 -2.451 -1.972
O 2.590 -2.393 -2.266
*
```

Values from the calculation:
energy above the lowest of the compared OMol25 structures with the same formula, charge and spin = 781.0 kJ/mol

Atom charges from the natural (NBO) analysis, given in e for atoms 1 to 8: -0.614, -0.211, -0.481, -0.415, -0.616, 0.216, 0.191, 0.211

Entry from the Open Molecules 2025 dataset: C4H36BN3NbO11 as an isolated structure at a distorted geometry (wB97M-V/def2-TZVPD).

The geometry in ORCA input format:
```
! wB97M-V def2-TZVPD RIJCOSX def2/J DEFGRID3
* xyz -1 1
C -3.250 1.031 2.528
C -3.784 1.723 1.222
O -3.734 0.768 0.139
B -2.691 1.033 -0.812
O -3.143 1.027 -2.194
Nb -0.447 1.422 -0.381
C 0.008 -0.691 -1.096
C 0.993 -1.550 -0.189
N 0.389 -2.775 0.348
N 2.126 -1.994 -1.074
N 1.630 -0.842 0.913
H -4.045 0.698 3.226
H -2.698 0.121 2.206
H -2.501 1.704 2.992
H -3.223 2.647 0.952
H -4.858 1.977 1.378
H -3.019 0.150 -2.568
H -0.567 0.878 1.352
H 1.333 1.788 -0.203
H -0.310 1.987 -2.131
H -0.807 3.143 0.072
H -0.978 -1.236 -1.151
H 0.395 -0.712 -2.145
H -0.603 -2.831 0.161
H 0.849 -3.601 -0.012
H 2.520 -1.105 -1.398
H 1.701 -2.426 -1.894
H 0.993 -0.592 1.654
H 2.217 -0.071 0.615
O 5.007 -2.465 -2.717
H 4.161 -2.507 -2.254
H 4.762 -2.235 -3.621
O -0.290 5.287 0.343
H -0.719 5.877 0.973
H 0.558 5.706 0.168
O 3.665 -0.974 -5.064
H 2.945 -0.445 -5.434
H 4.324 -0.996 -5.763
O 4.518 -0.671 1.060
H 3.732 -1.241 0.996
H 5.195 -1.148 0.572
O -0.586 3.305 4.084
H -0.618 3.741 4.942
H 0.216 2.772 4.122
O 1.082 0.523 -5.676
H 0.711 0.615 -4.789
H 0.436 0.950 -6.244
O -0.202 6.234 3.057
H 0.136 6.440 3.931
H -0.338 5.272 3.076
O -1.136 -5.238 1.204
H -0.804 -5.034 2.081
H -1.290 -6.182 1.227
O -2.984 -6.599 2.303
H -3.366 -6.511 3.182
H -3.609 -6.148 1.728
*
```

Values from the calculation:
energy above the lowest of the compared OMol25 structures with the same formula, charge and spin = 51.7 kJ/mol

Atom charges from the natural (NBO) analysis, given in e for atoms 1 to 8: -0.661, -0.073, -0.792, 0.613, -0.990, 1.803, -1.056, 0.413

Entry from the Open Molecules 2025 dataset: a 14-piece molecular cluster, C4H37N2O14S overall at a distorted geometry (wB97M-V/def2-TZVPD).

The geometry in ORCA input format:
```
! wB97M-V def2-TZVPD RIJCOSX def2/J DEFGRID3
* xyz 1 1
O -2.190 -1.210 1.125
C -1.637 -0.890 0.061
N -2.369 -0.565 -1.005
C -1.813 -0.110 -2.295
C -1.493 1.382 -2.284
S -2.943 2.406 -1.921
C -0.132 -0.866 0.003
N 0.406 -1.229 1.336
H -3.379 -0.509 -0.906
H -0.910 -0.688 -2.541
H -2.533 -0.292 -3.091
H -0.665 1.614 -1.606
H -1.109 1.668 -3.262
H -2.549 2.967 -0.757
H 0.252 0.104 -0.335
H 0.289 -1.575 -0.730
H 0.078 -0.541 2.042
H 0.066 -2.163 1.610
H 1.477 -1.248 1.339
H 2.961 -0.902 -0.194
H 2.727 -2.427 0.087
O 2.961 -1.585 0.515
H 0.453 -4.437 -0.103
H 1.115 -5.114 -1.331
O 1.004 -4.264 -0.887
H -0.770 2.334 1.036
H -0.817 3.856 1.079
O -0.662 3.118 0.467
H 4.406 0.007 1.590
H 3.619 1.225 1.105
O 3.970 0.812 1.908
H 2.202 3.786 -0.513
H 0.838 3.056 -0.313
O 1.700 3.020 -0.799
H 2.343 1.407 -0.998
H 2.211 0.323 -2.069
O 2.561 0.477 -1.167
H -0.697 1.227 3.031
H -1.910 0.641 2.241
O -1.001 0.954 2.131
H 1.046 1.071 4.156
H 0.066 1.479 5.283
O 0.261 1.633 4.356
H 1.008 3.611 -3.940
H 1.421 2.980 -2.573
O 1.358 2.815 -3.527
H 2.634 -0.569 4.261
H 2.765 0.261 2.947
O 2.107 -0.171 3.553
H 1.315 1.086 -3.752
H 1.950 -0.224 -4.251
O 1.363 0.119 -3.574
H -3.694 -3.949 1.892
H -2.919 -2.845 1.085
O -3.091 -3.800 1.159
H -1.493 -4.236 1.283
H -0.391 -5.144 1.991
O -0.524 -4.423 1.369
*
```

Values from the calculation:
energy above the lowest of the compared OMol25 structures with the same formula, charge and spin = 0.0 kJ/mol

Atom charges from the natural (NBO) analysis, given in e for atoms 1 to 8: -0.726, 0.687, -0.572, -0.250, -0.542, -0.054, -0.354, -0.731